The molecule C4H9NS. Source: OMol25; level of theory: wB97M-V/def2-TZVPD.

Results
Structure (SMILES) ... C[C@@H]1S[C@H]1CN
Energy above the lowest of the compared OMol25 structures with the same formula, charge and spin ... 26.2 kcal per mole
Lowest unoccupied orbital energy ... 1.0 eV
Gap between HOMO and LUMO ... 9.65 eV

Last column: natural (NBO) charge in e.
Geometry (Å):
C: 0.8446 2.1689 -0.5763  -0.61
C: 0.4845 0.6776 -0.4692  -0.25
C: -0.2432 0.1071 0.6879  -0.30
C: 0.3889 -1.0927 1.4090  -0.22
H: 0.6594 2.4045 -1.6601  0.22
H: 0.1986 2.7977 0.0753  0.21
H: 1.8479 2.3043 -0.3261  0.21
H: 1.1506 0.0372 -0.9231  0.23
H: -0.7339 0.8464 1.2988  0.23
H: 1.0347 -0.7681 2.1856  0.20
H: -0.4182 -1.5229 2.0355  0.16
H: 0.2116 -2.2963 -0.2304  0.37
H: 1.0833 -2.8657 1.0383  0.36
N: 0.9082 -2.0520 0.4790  -0.84
S: -1.2650 0.1414 -0.8222  0.03



A cluster of 2 separate species, C11H20N2O7S in total. Source: OMol25; level of theory: wB97M-V/def2-TZVPD.

Results
Structure (SMILES) ... O=COCCCCN(CCCS(=O)(=O)O)C(=O)O.CC#N
Lowest unoccupied orbital energy ... 0.0 eV
Gap between HOMO and LUMO ... 9.76 eV

Last column: natural (NBO) charge in e.
Geometry (Å):
O: -0.0982 -0.8115 -3.1343  -0.59
C: 0.5348 -1.6827 -2.5906  0.66
O: 0.1675 -2.2834 -1.4514  -0.53
C: -1.2074 -2.7477 -1.3869  -0.08
C: -1.5715 -2.9563 0.0731  -0.43
C: -2.0577 -1.6762 0.7650  -0.40
C: -1.1732 -0.4733 0.4227  -0.23
N: -1.5835 0.7286 1.1567  -0.49
C: -1.1798 0.7668 2.5752  -0.22
C: 0.1077 1.5161 2.9215  -0.44
C: 1.3671 1.0958 2.1573  -0.70
S: 2.0859 -0.3580 2.8686  2.37
O: 1.3582 -1.5020 2.3876  -0.96
O: 2.2923 -0.1726 4.2681  -0.91
O: 3.5392 -0.3782 2.2106  -0.87
C: -1.3889 1.9596 0.5131  0.89
O: -1.8895 2.9777 0.9021  -0.57
O: -0.5062 1.9966 -0.5370  -0.72
H: 1.5075 -2.0244 -2.9663  0.13
H: -1.2783 -3.6673 -1.9719  0.19
H: -1.8602 -2.0074 -1.8541  0.19
H: -0.6826 -3.3408 0.5829  0.23
H: -2.3312 -3.7382 0.1411  0.22
H: -3.0978 -1.4574 0.5136  0.21
H: -2.0110 -1.8296 1.8464  0.21
H: -0.1384 -0.7665 0.6150  0.21
H: -1.2995 -0.2859 -0.6442  0.18
H: -1.1317 -0.2579 2.9437  0.21
H: -1.9859 1.2521 3.1315  0.23
H: 0.2932 1.3199 3.9825  0.25
H: -0.0329 2.5951 2.8438  0.24
H: 2.1179 1.8872 2.2028  0.26
H: 1.1948 0.8851 1.1015  0.24
H: 3.4374 -0.5876 1.2684  0.50
H: -0.6310 1.2561 -1.1446  0.49
C: 1.0746 2.3118 -4.3127  -0.73
C: 2.4007 2.7560 -4.7245  0.29
N: 3.4473 3.1066 -5.0494  -0.34
H: 1.1436 1.3497 -3.8090  0.26
H: 0.6345 3.0407 -3.6342  0.26
H: 0.4319 2.2034 -5.1839  0.26



lowest unoccupied orbital energy of number 2 (C11H20N2O7S)?
0.0 eV



What did the first record say?
The molecule C4H9NS. Source: OMol25; level of theory: wB97M-V/def2-TZVPD.

Results
Structure (SMILES) ... C[C@@H]1S[C@H]1CN
Energy above the lowest of the compared OMol25 structures with the same formula, charge and spin ... 26.2 kcal per mole
Lowest unoccupied orbital energy ... 1.0 eV
Gap between HOMO and LUMO ... 9.65 eV

Last column: natural (NBO) charge in e.
Geometry (Å):
C: 0.8446 2.1689 -0.5763  -0.61
C: 0.4845 0.6776 -0.4692  -0.25
C: -0.2432 0.1071 0.6879  -0.30
C: 0.3889 -1.0927 1.4090  -0.22
H: 0.6594 2.4045 -1.6601  0.22
H: 0.1986 2.7977 0.0753  0.21
H: 1.8479 2.3043 -0.3261  0.21
H: 1.1506 0.0372 -0.9231  0.23
H: -0.7339 0.8464 1.2988  0.23
H: 1.0347 -0.7681 2.1856  0.20
H: -0.4182 -1.5229 2.0355  0.16
H: 0.2116 -2.2963 -0.2304  0.37
H: 1.0833 -2.8657 1.0383  0.36
N: 0.9082 -2.0520 0.4790  -0.84
S: -1.2650 0.1414 -0.8222  0.03



Copy entry 1 word for word.
The molecule C4H9NS. Source: OMol25; level of theory: wB97M-V/def2-TZVPD.

Results
Structure (SMILES) ... C[C@@H]1S[C@H]1CN
Energy above the lowest of the compared OMol25 structures with the same formula, charge and spin ... 26.2 kcal per mole
Lowest unoccupied orbital energy ... 1.0 eV
Gap between HOMO and LUMO ... 9.65 eV

Last column: natural (NBO) charge in e.
Geometry (Å):
C: 0.8446 2.1689 -0.5763  -0.61
C: 0.4845 0.6776 -0.4692  -0.25
C: -0.2432 0.1071 0.6879  -0.30
C: 0.3889 -1.0927 1.4090  -0.22
H: 0.6594 2.4045 -1.6601  0.22
H: 0.1986 2.7977 0.0753  0.21
H: 1.8479 2.3043 -0.3261  0.21
H: 1.1506 0.0372 -0.9231  0.23
H: -0.7339 0.8464 1.2988  0.23
H: 1.0347 -0.7681 2.1856  0.20
H: -0.4182 -1.5229 2.0355  0.16
H: 0.2116 -2.2963 -0.2304  0.37
H: 1.0833 -2.8657 1.0383  0.36
N: 0.9082 -2.0520 0.4790  -0.84
S: -1.2650 0.1414 -0.8222  0.03



Look up the gap between HOMO and LUMO of the second one.
9.76 eV